# C30H25Cl5N5O5RuS

C30H25Cl5N5O5RuS as an isolated structure at a distorted geometry (the ωB97M-V functional and the def2-TZVPD basis, the OMol25 dataset).

Frontier orbital gap (spin up / spin down) in eV: 2.37 / 5.66
Expectation value of S²: 8.793
Largest force on an atom in eV/Å: 1.75
Total energy in eV: -125232.235
Energy relative to the best compared isomer or geometry (same formula, charge and spin) in eV: 1.4815
LUMO energy (spin up / spin down) in eV: 3.6 / 3.5

```
! wB97M-V def2-TZVPD RIJCOSX def2/J DEFGRID3
* xyz -2 6
Ru -1.72405 -0.07319 -1.02464
N -1.14805 2.10071 -0.50524
C -1.16425 2.23461 0.94456
C -1.81635 1.03891 1.66226
O -2.15435 1.18621 2.83536
N -1.89565 -0.09569 0.96226
C -2.44045 -1.21209 1.70476
C -3.48935 -2.04149 0.97116
O -4.49395 -2.42669 1.53076
O -3.24925 -2.41749 -0.27144
H -0.41855 2.66371 -0.93194
H -2.06275 2.37951 -0.87364
H -1.70585 3.13531 1.27356
H -0.13995 2.31091 1.32896
H -2.90985 -0.84339 2.62526
H -1.62205 -1.89649 1.97836
Cl -5.95745 3.04021 -2.23024
C -4.89975 2.16661 -3.29264
C -5.12205 2.25791 -4.64854
C -4.27665 1.57381 -5.51154
Cl -4.55775 1.75681 -7.22104
C -3.20735 0.78241 -5.05954
C -2.33605 0.07651 -5.90714
C -1.30795 -0.68299 -5.32104
C -1.17465 -0.71919 -3.96454
N -1.98015 -0.03069 -3.10594
C -3.00765 0.70191 -3.65474
C -3.85275 1.38541 -2.73524
O -3.64065 1.30221 -1.46084
H -5.94045 2.84911 -5.03034
H -2.46135 0.10581 -6.97584
H -0.61795 -1.22979 -5.94704
H -0.41135 -1.32109 -3.49244
Cl -0.67955 2.67371 5.01696
C 0.65045 2.05161 4.11986
C 0.82035 0.66121 3.97806
C 1.92935 0.19051 3.30446
C 2.88055 1.03061 2.74076
C 4.12535 0.54991 2.03526
C 4.05435 0.78731 0.49676
N 2.96865 0.18451 -0.23054
C 3.10615 -0.45829 -1.43414
C 1.84355 -0.73829 -1.86694
N 0.93355 -0.27689 -0.97094
C 1.63515 0.27351 -0.00304
O 4.62735 -0.71249 2.41956
C 4.28185 -1.91669 1.73136
C 3.16635 -2.71779 2.32466
C 3.29315 -3.44249 3.50166
Cl 4.73845 -3.67929 4.39626
S 1.85635 -4.35899 3.89276
C 1.06715 -3.70379 2.48396
C 1.87855 -2.85449 1.78046
C 2.65805 2.42681 2.88836
Cl 3.80685 3.58691 2.27816
C 1.56215 2.92721 3.57016
H 0.08815 -0.01669 4.38166
H 2.07165 -0.87379 3.21326
H 4.94245 1.22101 2.35826
H 4.99005 0.43081 0.05366
H 3.99785 1.87401 0.36506
H 4.06545 -0.66099 -1.87114
H 1.55595 -1.23929 -2.76914
H 1.22295 0.69331 0.88866
H 5.20665 -2.50929 1.78656
H 4.06305 -1.72259 0.67956
H 0.04935 -3.97649 2.29496
H 1.54415 -2.34109 0.89486
H 1.43045 3.99311 3.68116
C -1.99285 -2.13909 -0.90274
H -1.18945 -2.60159 -0.29994
H -2.06315 -2.67429 -1.86014
*
```


# C30H25CoN2O6P2

C30H25CoN2O6P2 as an isolated structure at a distorted geometry (the ωB97M-V functional and the def2-TZVPD basis, the OMol25 dataset).

Frontier orbital gap (spin up / spin down) in eV: 9.43 / 4.85
Expectation value of S²: 6.011
Largest force on an atom in eV/Å: 3.68
Total energy in eV: -102973.133
Energy relative to the best compared isomer or geometry (same formula, charge and spin) in eV: 0.6221
LUMO energy (spin up / spin down) in eV: -5.5 / -10.1

```
! wB97M-V def2-TZVPD RIJCOSX def2/J DEFGRID3
* xyz 2 5
Co 0.38931 1.79915 -1.03488
O 1.35288 0.07220 -1.11385
P 0.85035 -1.31047 -0.74898
C 0.38835 -1.30713 1.03767
P -0.88601 -0.00895 1.37099
O -0.47222 1.26362 0.65946
C -0.80343 0.26737 3.16208
C 0.29530 0.98536 3.62827
C 0.46045 1.17633 4.98684
C -0.47381 0.66075 5.87365
C -1.56744 -0.05217 5.40641
C -1.74334 -0.24855 4.04548
C -2.51279 -0.55954 0.81790
C -3.32778 0.37775 0.18901
C -4.60649 0.01808 -0.19762
C -5.06867 -1.26701 0.04642
C -4.25397 -2.19752 0.67358
C -2.97715 -1.84751 1.07070
C 2.20449 -2.49300 -0.95001
C 3.28401 -2.38584 -0.07595
C 4.36130 -3.23988 -0.20977
C 4.36876 -4.18861 -1.22302
C 3.28917 -4.29867 -2.08843
C 2.20298 -3.44660 -1.96181
C -0.62313 -1.75110 -1.68994
C -1.18492 -3.01985 -1.56690
C -2.29020 -3.35163 -2.32824
C -2.82225 -2.42831 -3.21655
C -2.26429 -1.16358 -3.33599
C -1.16482 -0.81949 -2.56971
H 1.27500 -1.04486 1.62339
H 0.04922 -2.29136 1.35349
H 0.99939 1.39621 2.91699
H 1.31265 1.72656 5.35750
H -0.35398 0.83053 6.93312
H -2.28605 -0.45237 6.10390
H -2.60171 -0.79021 3.67846
H -2.95730 1.38082 0.01694
H -5.24833 0.74324 -0.67381
H -6.07261 -1.53742 -0.24050
H -4.62367 -3.19154 0.86677
H -2.35159 -2.56452 1.58138
H 3.28014 -1.63082 0.69791
H 5.19386 -3.17054 0.47398
H 5.22443 -4.83453 -1.34395
H 3.29600 -5.05136 -2.86218
H 1.36683 -3.52245 -2.64169
H -0.74201 -3.74059 -0.89489
H -2.72663 -4.33399 -2.24727
H -3.66774 -2.69834 -3.82943
H -2.67366 -0.45835 -4.04250
H -0.70286 0.16796 -2.66767
O 2.07896 7.08066 -2.78157
C 2.84063 6.70501 -1.80448
O 3.74282 7.35776 -1.34806
C 2.60066 5.35541 -1.17563
C 3.36806 4.86062 -0.12542
N 2.89366 3.65493 0.18531
N 1.86130 3.32108 -0.59343
C 1.66325 4.34051 -1.43256
C 0.53423 4.19411 -2.42712
O 0.28262 5.07952 -3.21069
O -0.05473 3.06105 -2.29752
H 1.36101 6.46040 -3.07006
H 4.19501 5.33729 0.36705
H 3.23850 3.02437 0.89739
*
```


# C30H25N2OS2SbSe4Tc

C30H25N2OS2SbSe4Tc as an isolated structure at a distorted geometry (the ωB97M-V functional and the def2-TZVPD basis, the OMol25 dataset).

Frontier orbital gap in eV: 6.29
Largest force on an atom in eV/Å: 2.75
Total energy in eV: -328329.817
Energy relative to the best compared isomer or geometry (same formula, charge and spin) in eV: 0.9505
LUMO energy in eV: -3.9

```
! wB97M-V def2-TZVPD RIJCOSX def2/J DEFGRID3
* xyz 1 1
Tc -0.02734 -1.37229 -0.57036
C 2.21201 1.66079 -2.96567
C 1.17184 1.06098 -2.05229
N 1.27410 -0.18738 -1.68866
N 2.40027 -0.83126 -2.19001
C 2.38093 -2.11857 -2.19376
S 1.00049 -3.10505 -1.70142
S 3.81916 -2.96663 -2.77833
C 5.04906 -2.46358 -1.49641
C 5.25822 -0.98180 -1.33411
C 5.87246 -0.23205 -2.33143
C 6.04339 1.13466 -2.17848
C 5.60673 1.76764 -1.01838
C 5.00453 1.02308 -0.01514
C 4.83106 -0.34699 -0.17666
C 0.07468 1.94086 -1.58950
C 0.22072 3.32846 -1.75302
C -0.75944 4.22239 -1.37582
C -1.95675 3.75632 -0.83963
C -2.13189 2.39924 -0.65053
C -1.12029 1.53458 -0.99970
O -1.30957 0.17913 -0.77687
H 2.68037 0.89450 -3.56912
H 3.00328 2.11652 -2.36285
H 1.77358 2.41714 -3.60995
H 5.95340 -2.95584 -1.85485
H 4.76817 -2.92902 -0.55334
H 6.20988 -0.72209 -3.23674
H 6.52863 1.70668 -2.95791
H 5.75593 2.83229 -0.89243
H 4.68388 1.50334 0.90075
H 4.36352 -0.93169 0.60666
H 1.13483 3.71599 -2.17261
H -0.59809 5.28198 -1.51086
H -2.74359 4.44455 -0.56571
H -3.04279 2.00307 -0.22033
Se -1.50999 -3.86511 2.31477
Sb 0.77037 -2.86197 3.14350
Se 1.28276 -1.21831 1.25005
Se -1.70028 -3.21235 0.05894
Se 2.48296 -3.39207 1.44336
C -6.86705 -1.57801 1.43329
C -6.26697 -2.76211 1.03328
C -4.95289 -2.76121 0.58406
C -4.22531 -1.57700 0.53584
C -4.83608 -0.39001 0.93265
C -6.14991 -0.39139 1.37916
C -2.82946 -1.56453 -0.04010
C -1.77633 -0.54419 0.35604
C -1.64584 0.06013 1.71023
C -0.79896 1.14095 1.97937
C -0.63392 1.61055 3.27115
C -1.29738 1.00773 4.33202
C -2.13205 -0.06811 4.07821
C -2.31042 -0.53096 2.78090
H -7.88851 -1.57916 1.78761
H -6.81858 -3.69126 1.07120
H -4.49378 -3.69428 0.27838
H -4.28328 0.54241 0.91152
H -6.61117 0.53598 1.68940
H -2.91105 -1.50688 -1.13008
H -0.22150 1.61422 1.18990
H 0.02788 2.44754 3.44988
H -1.16163 1.37298 5.34085
H -2.65751 -0.55692 4.88915
H -2.96953 -1.36663 2.62096
*
```


# C30H26B2Cl2F9IrN9O6S

C30H26B2Cl2F9IrN9O6S as an isolated structure (the ωB97M-V functional and the def2-TZVPD basis, the OMol25 dataset).

Frontier orbital gap (spin up / spin down) in eV: 8.38 / 6.05
Expectation value of S²: 8.838
Largest force on an atom in eV/Å: 0.51
Total energy in eV: -121745.599
Energy relative to the best compared isomer or geometry (same formula, charge and spin) in eV: 0.0000
LUMO energy (spin up / spin down) in eV: -5.2 / -7.9

```
! wB97M-V def2-TZVPD RIJCOSX def2/J DEFGRID3
* xyz 2 6
Ir -0.37436 0.71183 1.44364
C 1.31965 -1.14099 4.86709
C 0.77522 -0.76216 3.53594
N 0.69489 0.45548 3.11308
O 1.02306 1.48934 3.89311
B 1.06146 2.85911 3.21396
F 1.33267 3.74749 4.17690
F 1.91625 2.81780 2.14141
O -0.35308 3.27238 2.65361
N -0.70230 2.67075 1.54082
C -2.16004 2.75192 1.24602
C -2.74323 4.14065 1.28735
C -2.41961 1.91392 -0.01584
N -1.67231 0.87333 -0.07490
O -1.87837 -0.12741 -0.95572
B -1.06196 -1.43241 -0.78032
F 0.22595 -1.20627 -1.22977
F -1.74589 -2.34348 -1.51300
O -0.97667 -2.00275 0.63091
N -0.30379 -1.27260 1.52869
C 0.19967 -1.77879 2.60273
C 0.18028 -3.22932 2.92786
C -3.53954 2.21010 -0.94103
H 1.64957 -0.25680 5.40479
H 2.15787 -1.82957 4.76032
H 0.55524 -1.65346 5.45317
H -2.39133 4.64925 2.18205
H -3.82844 4.09573 1.31983
H -2.43215 4.71422 0.41557
H -0.26086 -3.79074 2.10919
H -0.40256 -3.40536 3.83325
H 1.19025 -3.59501 3.12166
H -3.38876 3.18138 -1.41373
H -4.47879 2.26537 -0.38832
H -3.62143 1.43477 -1.69769
N -5.16106 2.14240 4.80336
C -4.15534 1.54517 4.18480
N -3.67261 0.39388 4.61072
N -3.68517 2.23061 3.09424
C -2.66585 1.81827 2.39695
N -1.95460 0.68779 2.55029
H -5.63186 1.73841 5.59599
H -5.47776 3.02926 4.44519
H -4.02257 -0.05378 5.44261
H -2.92809 -0.02800 4.05600
F 3.68341 -4.96573 0.91203
C 3.76615 -3.65762 0.96611
C 3.63520 -2.90592 -0.20042
F 3.43721 -3.52153 -1.35527
C 3.70351 -1.53036 -0.14790
F 3.58410 -0.86802 -1.28171
C 3.91706 -0.85155 1.07800
S 4.01231 0.82758 1.28287
C 4.05375 -1.65580 2.23851
F 4.23815 -1.06405 3.40966
C 3.97750 -3.02748 2.19459
F 4.08509 -3.75157 3.29726
Cl 1.67370 -2.57973 -3.85360
C 0.06848 -2.41669 -4.45215
C -0.56300 -3.54511 -4.94240
C -1.89543 -3.49436 -5.32102
C -2.62839 -2.32065 -5.19520
C -2.00306 -1.19417 -4.71382
Cl -2.88287 0.28990 -4.59859
C -0.63893 -1.20156 -4.35964
N -0.09307 -0.03665 -3.85955
C 1.14981 0.47575 -4.10008
C 1.81766 0.12886 -5.29706
C 3.03504 0.68851 -5.58755
C 3.59742 1.60172 -4.69388
C 2.94681 1.94214 -3.51021
C 1.72641 1.39148 -3.17801
C 1.04790 1.69121 -1.86756
C 1.90695 1.35422 -0.64796
O 3.11710 1.63559 -0.69174
O 1.38210 0.73382 0.31160
H -0.00728 -4.46927 -5.00307
H -2.37341 -4.38110 -5.71158
H -3.66895 -2.27903 -5.48051
H -0.75963 0.56568 -3.38545
H 1.32939 -0.53439 -5.99633
H 3.53928 0.44386 -6.51060
H 4.54798 2.06238 -4.92338
H 3.41277 2.64537 -2.83460
H 0.15340 1.09229 -1.74833
H 0.77670 2.75025 -1.81426
*
```


- Look up the total energy of the second one.
  -102973.133 eV


- The highest largest force on an atom belongs to which entry?
  C30H25CoN2O6P2


- Among the records above, which one has the lowest total energy?
  C30H25N2OS2SbSe4Tc